[1]
The molecule C2H6IOP in a non-equilibrium geometry. Source: the Open Molecules 2025 dataset; level of theory: ωB97M-V with the def2-TZVPD basis set.

Its total energy is -21608.4814 eV. The calculation puts the highest occupied orbital energy at -10.207 eV. The calculation puts the frontier orbital gap at 0.37095 Ha. The value obtained for the energy above the lowest of the compared OMol25 structures with the same formula, charge and spin is 65.6 kJ/mol. As for the SMILES: CC[P@H](=O)I.

Structure (ORCA input):
```
! RIJCOSX wB97M-V def2-TZVPD def2/J DEFGRID3
* xyz 0 1
C 1.42703 -0.01703 0.24393
C 0.08370 -0.64711 0.12254
P -1.19312 0.58089 -0.45818
O -0.97818 1.90237 0.21310
I -3.34582 -0.44303 -0.05333
H 1.84222 0.34201 -0.79729
H 1.22894 0.91214 0.91104
H 2.09951 -0.70120 0.88836
H -0.28695 -0.78649 1.18101
H -0.04688 -1.63740 -0.48864
H -0.83044 0.49486 -1.76253
*
```


[2]
A cluster of 2 separate species, C2H6IP in total in a non-equilibrium geometry. Source: the Open Molecules 2025 dataset; level of theory: ωB97M-V with the def2-TZVPD basis set.

Its total energy is -19557.3713 eV. The calculation puts the highest occupied orbital energy at -8.050 eV. The calculation puts the frontier orbital gap at 0.27462 Ha. The value obtained for the energy above the lowest of the compared OMol25 structures with the same formula, charge and spin is 214.5 kJ/mol.

Structure (ORCA input):
```
! RIJCOSX wB97M-V def2-TZVPD def2/J DEFGRID3
* xyz 0 1
C 1.21171 1.13891 0.34934
C -1.29145 -1.33363 0.18201
P 1.14580 -0.50996 -0.60619
I -2.38270 0.06346 -0.85641
H 0.15217 1.39566 0.61796
H 1.84603 1.82742 -0.14338
H 1.81125 0.80595 1.32467
H -1.60827 -2.36328 -0.16829
H -1.35500 -1.03162 1.22317
H 0.47045 0.00709 -1.92288
*
```


[3]
A structure of composition C2H6IPS in a non-equilibrium geometry. Source: the Open Molecules 2025 dataset; level of theory: ωB97M-V with the def2-TZVPD basis set.

Its total energy is -30392.5539 eV. The expectation value of S² is 2.01. The calculation puts the highest occupied orbital energy (alpha / beta) at -6.940 / -8.804 eV. The calculation puts the frontier orbital gap (alpha / beta) at 0.21696 / 0.22152 Ha. The value obtained for the energy above the lowest of the compared OMol25 structures with the same formula, charge and spin is 0.0 kJ/mol.

Structure (ORCA input):
```
! RIJCOSX wB97M-V def2-TZVPD def2/J DEFGRID3
* xyz 0 3
C -0.14105 -1.15814 -0.19741
C 1.50059 0.98998 -0.14242
P 0.02612 0.42345 -1.01815
S -2.27291 1.37770 0.38226
I -3.91038 -0.43100 0.12695
H -1.02195 -1.78535 -0.49027
H -0.38309 -0.97771 0.83951
H 0.99050 -1.59586 -0.22518
H 1.08706 1.22732 0.93813
H 2.00411 1.88736 -0.37094
H 2.12100 0.04225 0.15753
*
```


[4]
A structure of composition C2H6InO2 in a non-equilibrium geometry. Source: the Open Molecules 2025 dataset; level of theory: ωB97M-V with the def2-TZVPD basis set.

Its total energy is -11397.7918 eV. The calculation puts the highest occupied orbital energy at -26.284 eV. The calculation puts the frontier orbital gap at 0.18983 Ha. The value obtained for the energy above the lowest of the compared OMol25 structures with the same formula, charge and spin is 130.9 kJ/mol.

Structure (ORCA input):
```
! RIJCOSX wB97M-V def2-TZVPD def2/J DEFGRID3
* xyz 3 1
In 0.01425 19.54910 -1.35682
C -1.84190 17.45249 -0.23269
C -0.92907 18.04081 0.79930
O 0.36379 18.33422 0.32426
O -1.72997 18.28461 -1.45525
H -2.78353 17.09831 0.18684
H -1.39179 16.46912 -0.36857
H -0.72365 17.34084 1.60920
H -1.37670 19.00992 1.01965
H 1.02373 18.41878 1.01631
H -2.36619 17.99236 -2.11207
*
```


[5]
A structure of composition C2H6KO2 in a non-equilibrium geometry. Source: the Open Molecules 2025 dataset; level of theory: ωB97M-V with the def2-TZVPD basis set.

Its total energy is -22571.6776 eV. The expectation value of S² is 0.76. The calculation puts the highest occupied orbital energy (alpha / beta) at -21.232 / -20.818 eV. The calculation puts the frontier orbital gap (alpha / beta) at 0.50451 / 0.24687 Ha. The value obtained for the energy above the lowest of the compared OMol25 structures with the same formula, charge and spin is 15.9 kJ/mol.

Structure (ORCA input):
```
! RIJCOSX wB97M-V def2-TZVPD def2/J DEFGRID3
* xyz 2 2
K 1.40904 -2.54090 2.13224
C -0.60212 0.51182 -0.81955
C 0.69360 0.18781 -0.06291
O 0.54632 -0.10434 1.35068
O -1.35152 -0.64151 -1.24799
H -0.38097 1.12730 -1.69155
H -1.28728 1.11201 -0.22086
H 1.37610 1.03738 -0.08644
H 1.31392 -0.58865 -0.51058
H 0.33737 0.72908 1.77887
H -2.05445 -0.83001 -0.62192
*
```


[6]
The ion C2H6N2 with charge -1 in a non-equilibrium geometry. Source: the Open Molecules 2025 dataset; level of theory: ωB97M-V with the def2-TZVPD basis set.

Its total energy is -5148.3969 eV. The expectation value of S² is 0.75. The calculation puts the highest occupied orbital energy (alpha / beta) at 1.858 / -3.151 eV. The calculation puts the frontier orbital gap (alpha / beta) at 0.09025 / 0.29039 Ha. The value obtained for the energy above the lowest of the compared OMol25 structures with the same formula, charge and spin is 117.2 kJ/mol.

Structure (ORCA input):
```
! RIJCOSX wB97M-V def2-TZVPD def2/J DEFGRID3
* xyz -1 2
C 0.61213 -0.30940 -0.07368
C -0.54220 0.36290 -0.16072
N -0.63394 1.71712 0.15119
N 0.68418 -1.74175 -0.10830
H 1.55070 0.22455 0.00109
H -1.36037 -0.04466 -0.74393
H -0.61311 1.80019 1.17284
H -1.59455 2.00652 -0.08298
H 1.17717 -2.02036 0.72982
H -0.23877 -2.04865 0.13862
*
```


[7]
A cluster of 2 separate species, C2H6N2 in total in a non-equilibrium geometry. Source: the Open Molecules 2025 dataset; level of theory: ωB97M-V with the def2-TZVPD basis set.

Its total energy is -5147.7984 eV. The expectation value of S² is 0.75. The calculation puts the highest occupied orbital energy (alpha / beta) at 0.750 / -1.645 eV. The calculation puts the frontier orbital gap (alpha / beta) at 0.08748 / 0.17550 Ha. The value obtained for the energy above the lowest of the compared OMol25 structures with the same formula, charge and spin is 175.0 kJ/mol.

Structure (ORCA input):
```
! RIJCOSX wB97M-V def2-TZVPD def2/J DEFGRID3
* xyz -1 2
C -1.28094 1.82881 -3.02353
N -0.43613 2.72592 -2.74235
H -0.96877 0.95384 -3.58296
H -2.35503 1.87210 -2.83812
H -0.84950 3.41201 -2.11111
C 0.91768 -1.98794 3.14754
N 1.19715 -2.79493 2.08778
H 0.03800 -1.35116 3.22811
H 1.56253 -1.94550 4.04259
H 2.17501 -2.71316 1.79205
*
```


[8]
The molecule C2H6N2 in a non-equilibrium geometry. Source: the Open Molecules 2025 dataset; level of theory: ωB97M-V with the def2-TZVPD basis set.

Its total energy is -5149.6878 eV. The calculation puts the highest occupied orbital energy at -9.558 eV. The calculation puts the frontier orbital gap at 0.38746 Ha. The value obtained for the energy above the lowest of the compared OMol25 structures with the same formula, charge and spin is 215.3 kJ/mol. As for the SMILES: C/N=C\N.

Structure (ORCA input):
```
! RIJCOSX wB97M-V def2-TZVPD def2/J DEFGRID3
* xyz 0 1
C 1.47034 0.00996 -0.13677
N 0.42455 -0.17099 0.94344
C -0.78821 0.01373 0.71328
N -1.61429 0.12524 -0.42946
H 1.96722 0.83356 0.42449
H 2.12720 -0.93889 -0.14686
H 0.94694 0.14755 -1.12902
H -1.54203 0.11042 1.48811
H -1.76453 -0.86065 -0.64030
H -1.22719 0.73006 -1.08690
*
```


[9]
A structure of composition C2H6N2 in a non-equilibrium geometry. Source: the Open Molecules 2025 dataset; level of theory: ωB97M-V with the def2-TZVPD basis set.

Its total energy is -5145.3531 eV. The calculation puts the highest occupied orbital energy at -8.342 eV. The calculation puts the frontier orbital gap at 0.30288 Ha. The value obtained for the energy above the lowest of the compared OMol25 structures with the same formula, charge and spin is 633.6 kJ/mol.

Structure (ORCA input):
```
! RIJCOSX wB97M-V def2-TZVPD def2/J DEFGRID3
* xyz 0 1
C -0.25713 -0.68271 -0.65720
C -0.77946 0.68108 -0.46617
N -0.17881 1.22866 0.76504
N 0.88307 -1.33256 0.00638
H -0.97095 -1.44664 -1.00980
H -0.89611 1.45588 -1.18387
H 0.85828 1.21360 0.62096
H -0.48195 0.78582 1.62882
H -0.02988 -0.91453 0.51763
H 1.85294 -0.98860 -0.22178
*
```


[10]
The molecule C2H6N2 in a non-equilibrium geometry. Source: the Open Molecules 2025 dataset; level of theory: ωB97M-V with the def2-TZVPD basis set.

Its total energy is -5144.0693 eV. The calculation puts the highest occupied orbital energy at -7.097 eV. The calculation puts the frontier orbital gap at 0.19342 Ha. The value obtained for the energy above the lowest of the compared OMol25 structures with the same formula, charge and spin is 757.5 kJ/mol.

Structure (ORCA input):
```
! RIJCOSX wB97M-V def2-TZVPD def2/J DEFGRID3
* xyz 0 1
C -0.67699 -0.18489 0.26628
C 0.65541 0.27887 -0.33429
N 1.86403 -0.40357 -0.29056
N -1.97213 0.37711 0.38537
H -0.45064 -0.69151 1.21775
H 1.22677 0.80584 0.49121
H 0.56530 0.76629 -1.29808
H 2.17490 -0.96159 0.50155
H -1.22872 -0.85427 -0.44163
H -2.15793 0.86773 -0.49760
*
```